[1]
This record from the OMol25 dataset describes a 4-piece molecular cluster, C8H25NO5 overall. The level of theory is wB97M-V/def2-TZVPD.

Bonds (Å) are listed after each position.
CARTESIAN COORDINATES (ANGSTROEM)
1 C -0.64982 -0.20915 -0.77846  O2 1.412, H10 1.090, H11 1.090, H12 1.090
2 O -1.13840 -0.70830 0.44850  C1 1.412, C3 1.453
3 C -0.61439 -2.02824 0.75753  O2 1.453, C4 1.590, H13 1.090, H14 1.090
4 C 0.82284 -1.91353 1.42825  C3 1.590, N5 1.476, H15 1.090, H16 1.090
5 N 1.74089 -1.93278 0.27323  C4 1.476, C6 1.442, H17 1.010
6 C 3.09344 -2.12935 0.73219  N5 1.442, C7 1.578, H18 1.090, H19 1.090
7 C 4.09186 -1.99435 -0.48267  C6 1.578, O8 1.426, H20 1.090, H21 1.090
8 O 4.16437 -0.60190 -0.78260  C7 1.426, C9 1.441
9 C 5.27204 -0.20583 -1.61520  O8 1.441, H22 1.090, H23 1.090, H24 1.090
10 H -1.06460 0.77004 -1.01771  C1 1.090
11 H -0.93895 -0.95237 -1.52150  C1 1.090
12 H 0.41599 -0.02020 -0.65025  C1 1.090
13 H -0.63423 -2.72461 -0.08079  C3 1.090
14 H -1.31484 -2.37960 1.51517  C3 1.090
15 H 1.03252 -2.64606 2.20770  C4 1.090
16 H 0.76676 -0.91591 1.86381  C4 1.090
17 H 1.67549 -1.07870 -0.26192  N5 1.010
18 H 3.22762 -3.16133 1.05641  C6 1.090
19 H 3.37413 -1.40866 1.50025  C6 1.090
20 H 3.71462 -2.57000 -1.32791  C7 1.090
21 H 5.04471 -2.49503 -0.31090  C7 1.090
22 H 5.00380 -0.61604 -2.58879  C9 1.090
23 H 6.12537 -0.76264 -1.22806  C9 1.090
24 H 5.41072 0.87408 -1.66675  C9 1.090
25 C -2.26437 4.78410 1.23145  O26 1.472, H27 1.090, H28 1.090, H29 1.090
26 O -1.57380 5.15964 2.47573  C25 1.472, H30 0.960
27 H -1.97759 3.79284 0.88037  C25 1.090
28 H -3.32949 4.96750 1.37279  C25 1.090
29 H -1.95673 5.47651 0.44785  C25 1.090
30 H -0.62731 5.19922 2.32023  O26 0.960
31 C -4.47795 -0.29516 -1.57966  O32 1.372, H33 1.090, H34 1.090, H35 1.090
32 O -4.76830 0.86649 -0.91033  C31 1.372, H36 0.960
33 H -5.19750 -1.07863 -1.34194  C31 1.090
34 H -4.56908 -0.07058 -2.64238  C31 1.090
35 H -3.44471 -0.58305 -1.38570  C31 1.090
36 H -5.69576 1.09451 -1.00737  O32 0.960
37 O -2.89818 1.10675 1.16739  H38 0.957, H39 0.957
38 H -3.59438 0.95789 0.52757  O37 0.957
39 H -2.24677 0.43244 0.97446  O37 0.957

## Properties
- expectation value of S² = 0.75
- net charge = +1
- LUMO energy (spin up / spin down) (eV) = -2.71 / -8.38
- gap between HOMO and LUMO (spin up / spin down) (eV) = 8.94 / 3.28
- multiplicity = 2

Results of the Löwdin charge analysis, in e, for atoms 1 through 5: C -0.069; O -0.237; C -0.111; C -0.060; N 0.188

***

[2]
This record from the OMol25 dataset describes a 5-piece molecular cluster, C8H25O9 overall. The level of theory is wB97M-V/def2-TZVPD.

Bonds (Å) are listed after each position.
CARTESIAN COORDINATES (ANGSTROEM)
1 O -0.19955 -0.21024 0.29241  H2 0.977
2 H 0.12045 0.15767 -0.55422  O1 0.977
3 C 1.20211 1.56073 -2.81906  C4 1.524, O6 1.418, H7 1.090, H8 1.090
4 C 1.73821 0.14172 -2.67320  C3 1.524, O5 1.422, H9 1.090, H10 1.090
5 O 1.69340 -0.55379 -3.91227  C4 1.422, H11 0.960
6 O 2.18731 2.40244 -3.39477  C3 1.418, H12 0.960
7 H 1.05997 1.97881 -1.82251  C3 1.090
8 H 0.25674 1.57268 -3.36148  C3 1.090
9 H 1.16685 -0.44104 -1.95067  C4 1.090
10 H 2.73487 0.08514 -2.23551  C4 1.090
11 H 1.80557 -1.47148 -3.65369  O5 0.960
12 H 2.18220 2.28435 -4.34746  O6 0.960
13 C 1.88420 -0.76888 2.82055  C14 1.484, O16 1.393, H17 1.090, H18 1.090
14 C 2.81731 -0.09612 1.88294  C13 1.484, O15 1.411, H19 1.090, H20 1.090
15 O 2.18856 0.71425 0.91332  C14 1.411, H21 0.960
16 O 1.03194 -1.68455 2.20773  C13 1.393, H22 0.960
17 H 1.35922 0.02804 3.34725  C13 1.090
18 H 2.38506 -1.28340 3.64061  C13 1.090
19 H 3.37495 -0.87870 1.36847  C14 1.090
20 H 3.55130 0.45845 2.46758  C14 1.090
21 H 1.36213 0.30481 0.64692  O15 0.960
22 H 0.50634 -1.17809 1.58415  O16 0.960
23 C -1.78192 -3.16191 -0.77448  C24 1.606, O26 1.420, H27 1.090, H28 1.090
24 C -2.88343 -2.02789 -0.49032  C23 1.606, O25 1.412, H29 1.090, H30 1.090
25 O -2.49448 -1.36439 0.69354  C24 1.412, H31 0.960
26 O -0.54976 -2.54519 -1.11571  C23 1.420, H32 0.960
27 H -2.12742 -3.81588 -1.57513  C23 1.090
28 H -1.56626 -3.75689 0.11298  C23 1.090
29 H -3.85868 -2.51387 -0.46184  C24 1.090
30 H -2.85493 -1.40647 -1.38537  C24 1.090
31 H -1.66152 -0.89256 0.62169  O25 0.960
32 H -0.52249 -1.71291 -0.63805  O26 0.960
33 C -1.73216 2.76802 0.94942  C34 1.556, O36 1.391, H37 1.090, H38 1.090
34 C -2.02610 1.89297 2.20217  C33 1.556, O35 1.430, H39 1.090, H40 1.090
35 O -0.76831 1.35654 2.61959  C34 1.430, H41 0.960
36 O -1.75258 1.89558 -0.13404  C33 1.391, H42 0.960
37 H -0.68457 3.06783 0.97693  C33 1.090
38 H -2.42429 3.60070 0.82407  C33 1.090
39 H -2.68367 1.03161 2.08491  C34 1.090
40 H -2.42492 2.53247 2.98962  C34 1.090
41 H -0.56920 0.65185 1.99879  O35 0.960
42 H -1.04245 1.27759 0.05415  O36 0.960

## Properties
- expectation value of S² = 0.76
- LUMO energy (spin up / spin down) (eV) = 0.28 / -5.72
- gap between HOMO and LUMO (spin up / spin down) (eV) = 9.80 / 3.75
- multiplicity = 2

Results of the Löwdin charge analysis, in e, for atoms 1 through 5: O -0.299; H 0.020; C -0.234; C -0.244; O -0.052

***

no.,strongest force on any atom (Eh/bohr)
1,0.0988
2,0.0627